{
  "formula": "C64H152F6N9O16S2",
  "method": "ωB97M-V with the def2-TZVPD basis set",
  "species": ["C", "O", "C", "C", "N", "H", "H", "C", "C", "O", "C", "H", "H", "H", "H", "H", "H", "H", "H", "H", "H", "H", "H", "H", "H", "C", "O", "C", "C", "N", "H", "H", "C", "C", "O", "C", "H", "H", "H", "H", "H", "H", "H", "H", "H", "H", "H", "H", "H", "H", "C", "O", "C", "C", "N", "H", "H", "C", "C", "O", "C", "H", "H", "H", "H", "H", "H", "H", "H", "H", "H", "H", "H", "H", "H", "C", "O", "C", "C", "N", "H", "H", "C", "C", "O", "C", "H", "H", "H", "H", "H", "H", "H", "H", "H", "H", "H", "H", "H", "H", "C", "O", "C", "C", "N", "H", "H", "C", "C", "O", "C", "H", "H", "H", "H", "H", "H", "H", "H", "H", "H", "H", "H", "H", "H", "C", "C", "C", "N", "C", "C", "C", "C", "C", "H", "H", "H", "H", "H", "H", "H", "H", "H", "H", "H", "H", "H", "H", "H", "H", "H", "H", "C", "C", "C", "N", "C", "C", "C", "C", "C", "H", "H", "H", "H", "H", "H", "H", "H", "H", "H", "H", "H", "H", "H", "H", "H", "H", "H", "C", "C", "C", "N", "C", "C", "C", "C", "C", "H", "H", "H", "H", "H", "H", "H", "H", "H", "H", "H", "H", "H", "H", "H", "H", "H", "H", "C", "C", "C", "N", "C", "C", "C", "C", "C", "H", "H", "H", "H", "H", "H", "H", "H", "H", "H", "H", "H", "H", "H", "H", "H", "H", "H", "C", "F", "F", "F", "S", "O", "O", "O", "C", "F", "F", "F", "S", "O", "O", "O"],
  "positions_angstrom": [[-0.12, -0.71, -6.02], [-0.70, 0.59, -5.76], [-2.05, 0.75, -6.13], [-2.86, 1.72, -5.35], [-2.07, 3.05, -5.45], [-1.18, 2.84, -5.02], [-1.96, 3.27, -6.43], [-2.65, 4.29, -4.75], [-2.01, 5.62, -5.04], [-0.60, 5.62, -4.71], [0.11, 6.73, -5.23], [-0.33, -1.28, -6.92], [-0.61, -1.33, -5.28], [0.95, -0.59, -5.81], [-2.61, -0.18, -6.08], [-2.04, 1.00, -7.19], [-3.00, 1.40, -4.32], [-3.84, 1.78, -5.83], [-2.48, 4.11, -3.69], [-3.71, 4.16, -4.96], [-2.43, 6.36, -4.35], [-2.14, 5.87, -6.09], [-0.36, 7.60, -4.77], [0.12, 6.68, -6.32], [1.13, 6.70, -4.85], [-3.60, 3.18, 1.96], [-3.81, 4.51, 1.59], [-3.25, 5.02, 0.37], [-4.02, 6.23, -0.12], [-5.52, 6.12, 0.13], [-5.69, 5.15, -0.08], [-5.70, 6.12, 1.12], [-6.48, 6.99, -0.65], [-6.52, 8.40, 0.02], [-5.31, 9.15, 0.27], [-4.72, 9.48, -0.94], [-2.60, 2.98, 2.34], [-3.81, 2.50, 1.15], [-4.24, 2.97, 2.82], [-3.38, 4.24, -0.39], [-2.18, 5.19, 0.47], [-3.95, 6.29, -1.20], [-3.73, 7.15, 0.40], [-7.44, 6.48, -0.60], [-6.01, 7.00, -1.63], [-7.08, 8.35, 0.96], [-7.18, 9.05, -0.56], [-3.73, 9.81, -0.63], [-5.23, 10.33, -1.39], [-4.64, 8.64, -1.62], [-8.28, -2.31, 5.13], [-8.14, -1.45, 4.02], [-7.08, -0.48, 4.28], [-6.84, 0.42, 3.13], [-6.64, -0.52, 1.86], [-5.84, -1.14, 1.89], [-7.47, -1.06, 1.63], [-6.40, 0.38, 0.59], [-6.83, -0.49, -0.65], [-8.21, -0.69, -0.66], [-8.58, -1.93, -1.15], [-7.41, -2.93, 5.35], [-9.03, -3.03, 4.80], [-8.46, -1.90, 6.12], [-6.17, -1.00, 4.59], [-7.39, 0.02, 5.20], [-6.05, 1.15, 3.33], [-7.73, 1.03, 3.00], [-5.32, 0.45, 0.56], [-6.93, 1.33, 0.66], [-6.19, -1.37, -0.61], [-6.59, 0.04, -1.57], [-8.27, -2.77, -0.53], [-8.21, -2.27, -2.12], [-9.67, -1.95, -1.13], [1.02, 4.99, 3.58], [1.16, 6.26, 2.98], [0.72, 6.31, 1.61], [1.50, 5.56, 0.51], [3.03, 5.68, 0.83], [3.44, 6.52, 0.45], [3.26, 5.76, 1.81], [3.84, 4.46, 0.51], [3.91, 4.37, -0.98], [2.62, 3.92, -1.53], [2.66, 4.19, -2.95], [1.10, 5.23, 4.64], [1.89, 4.35, 3.44], [0.16, 4.32, 3.55], [0.59, 7.37, 1.38], [-0.29, 5.92, 1.61], [1.41, 5.99, -0.49], [1.28, 4.49, 0.53], [3.56, 3.57, 1.08], [4.87, 4.59, 0.85], [4.70, 3.71, -1.33], [4.26, 5.35, -1.29], [3.15, 3.46, -3.60], [3.23, 5.10, -3.12], [1.66, 4.40, -3.34], [0.97, 0.09, 2.99], [2.32, -0.09, 3.39], [2.52, -0.33, 4.77], [4.04, -0.51, 5.05], [4.84, 0.72, 4.47], [5.81, 0.46, 4.57], [4.65, 0.84, 3.48], [4.64, 2.10, 5.13], [5.76, 3.04, 4.66], [5.63, 3.15, 3.24], [6.87, 3.34, 2.49], [1.04, 0.29, 1.92], [0.52, 0.96, 3.47], [0.45, -0.84, 3.20], [1.88, -1.10, 5.20], [2.12, 0.59, 5.21], [4.36, -1.35, 4.43], [4.37, -0.70, 6.07], [4.78, 1.88, 6.19], [3.68, 2.56, 4.89], [6.79, 2.85, 4.96], [5.51, 4.01, 5.08], [7.30, 4.31, 2.73], [6.54, 3.28, 1.45], [7.47, 2.44, 2.67], [1.53, -2.51, -2.75], [0.20, -1.66, -2.71], [-0.15, -1.15, -1.23], [-1.31, -0.08, -1.16], [-2.67, -0.86, -1.38], [-1.07, 1.12, -2.13], [-0.18, 2.11, -1.38], [-0.74, 2.00, 0.01], [-1.29, 0.58, 0.23], [2.39, -1.85, -2.62], [1.63, -2.97, -3.73], [1.55, -3.33, -2.02], [-0.71, -2.20, -3.00], [0.44, -0.86, -3.41], [0.74, -0.65, -0.85], [-0.50, -1.97, -0.59], [-2.55, -1.31, -2.37], [-3.51, -0.19, -1.21], [-2.61, -1.73, -0.73], [-2.07, 1.51, -2.31], [-0.63, 0.80, -3.07], [-0.38, 3.09, -1.82], [0.87, 1.85, -1.52], [-1.57, 2.70, 0.03], [0.09, 2.43, 0.58], [-2.36, 0.67, 0.40], [-0.78, -0.02, 0.98], [3.09, -5.52, -5.25], [1.83, -6.34, -4.78], [2.06, -6.49, -3.22], [1.03, -7.44, -2.60], [-0.48, -7.11, -3.15], [1.00, -7.30, -1.10], [0.47, -8.72, -0.64], [0.71, -9.65, -1.81], [1.35, -8.88, -2.90], [3.14, -4.50, -4.86], [3.10, -5.48, -6.34], [4.05, -5.93, -4.92], [1.73, -7.37, -5.11], [0.94, -5.74, -4.96], [1.89, -5.54, -2.73], [3.05, -6.85, -2.95], [-1.20, -7.57, -2.47], [-0.68, -7.37, -4.19], [-0.72, -6.05, -3.05], [0.54, -6.40, -0.70], [2.06, -7.20, -0.87], [-0.58, -8.72, -0.31], [1.07, -8.90, 0.25], [-0.17, -10.20, -2.16], [1.36, -10.48, -1.51], [1.21, -9.17, -3.94], [2.40, -8.79, -2.64], [0.27, -7.20, 5.71], [1.12, -6.85, 4.49], [1.55, -5.38, 4.34], [2.20, -5.03, 2.94], [3.54, -5.74, 2.81], [2.56, -3.55, 2.85], [1.53, -3.04, 1.76], [1.39, -4.11, 0.69], [1.24, -5.27, 1.73], [0.80, -7.00, 6.64], [-0.05, -8.24, 5.79], [-0.59, -6.55, 5.80], [0.40, -7.05, 3.70], [1.97, -7.52, 4.42], [2.29, -5.19, 5.12], [0.77, -4.62, 4.41], [3.48, -6.82, 2.95], [4.28, -5.22, 3.42], [3.84, -5.73, 1.76], [3.57, -3.39, 2.46], [2.59, -3.05, 3.81], [1.81, -2.10, 1.28], [0.61, -2.69, 2.22], [2.27, -4.37, 0.09], [0.55, -4.04, 0.00], [1.34, -6.30, 1.40], [0.25, -5.19, 2.17], [9.70, -3.19, -0.26], [8.83, -2.07, 0.32], [7.42, -2.23, -0.28], [6.40, -1.32, 0.52], [6.26, -1.92, 1.90], [5.03, -1.43, -0.19], [5.01, -0.30, -1.22], [6.01, 0.75, -0.72], [6.57, 0.24, 0.57], [10.76, -2.96, -0.19], [9.51, -3.21, -1.34], [9.43, -4.12, 0.24], [9.27, -1.11, 0.06], [8.77, -2.21, 1.40], [6.99, -3.23, -0.32], [7.51, -1.84, -1.30], [7.16, -1.78, 2.50], [6.07, -3.00, 1.88], [5.47, -1.41, 2.44], [4.33, -1.20, 0.61], [4.82, -2.40, -0.64], [3.99, 0.08, -1.16], [5.15, -0.65, -2.24], [5.68, 1.79, -0.68], [6.78, 0.74, -1.49], [6.01, 0.63, 1.42], [7.63, 0.40, 0.76], [-6.67, 2.79, -3.68], [-7.90, 3.33, -3.61], [-6.79, 1.48, -3.47], [-6.17, 2.95, -4.96], [-5.48, 3.48, -2.36], [-6.28, 3.53, -1.08], [-4.41, 2.52, -2.31], [-5.06, 4.78, -2.82], [-2.93, -2.25, 4.37], [-3.78, -1.81, 5.24], [-1.72, -1.93, 4.77], [-2.96, -3.60, 4.32], [-3.26, -1.52, 2.57], [-3.27, -0.07, 2.78], [-2.10, -1.98, 1.79], [-4.55, -2.10, 2.10]],
  "max_force_ev_per_a": 4.72,
  "e_tot_ha": -5618.7978,
  "total_charge": 7,
  "mol_weight_g_mol": 1482.089,
  "homo_lumo_gap_ha": 0.2289
}